Entry from OMol25: a structure of composition CH2N2O at a distorted geometry (the ωB97M-V functional and the def2-TZVPD basis).

Output
**HOMO level**: -10.0540 eV
**E_LUMO**: 1.110 eV
**HOMO-LUMO gap**: 11.164 eV
**Multiplicity**: 1

Each line ends with the Löwdin charge.
Element x y z (Å)
C: -0.64457 -0.40148 0.34569  -0.115
N: -0.46565 0.89746 0.20214  0.063
N: 0.88946 0.65213 0.26136  -0.050
O: 0.73822 -0.73387 0.17995  -0.030
H: -1.42052 -0.98045 0.53246  0.063
H: 1.41260 1.00588 -0.41974  0.070

Force components x, y, z for each atom (eV/Å):
C 5.19 4.25 -2.08
N -0.71 -1.73 0.92
N -1.94 -0.52 3.56
O -2.01 -0.89 0.81
H -3.19 -2.79 0.77
H 2.66 1.68 -3.98

---

Entry from OMol25: a cluster of 2 separate species, C3H10O in total at a distorted geometry (the ωB97M-V functional and the def2-TZVPD basis).

Output
**HOMO level**: -10.3698 eV
**E_LUMO**: 0.945 eV
**SMILES**: CC.CO
**HOMO-LUMO gap**: 11.315 eV
**Multiplicity**: 1

Each line ends with the Löwdin charge.
Element x y z (Å)
C: 1.30820 -0.37246 -0.92009  -0.140
C: 1.92293 -1.79681 -1.13154  -0.180
H: 0.65517 -0.42376 -0.04499  0.024
H: 2.04380 0.08728 -0.24177  0.069
H: 1.06451 0.03656 -1.87141  0.059
H: 2.92247 -1.83277 -1.52331  0.043
H: 1.31050 -2.59466 -1.59350  0.059
H: 2.00258 -2.39336 -0.17759  0.069
C: -1.14990 0.86539 1.38173  -0.157
O: -2.22969 1.36969 0.58647  -0.138
H: -1.85874 2.16638 0.16908  0.076
H: -1.32736 1.03413 2.43051  0.073
H: -1.27464 -0.23068 1.23280  0.084
H: -0.24210 1.13698 0.85775  0.058

Force components x, y, z for each atom (eV/Å):
C 1.96 -2.64 2.51
C -1.01 -1.71 1.71
H -1.54 -0.28 -1.31
H 0.72 0.96 -1.44
H -0.50 1.03 -0.05
H 0.31 0.28 -0.56
H -0.05 1.02 -0.85
H 0.25 1.21 -0.15
C -1.46 -2.08 -1.58
O 0.37 1.21 -0.19
H -0.70 -0.37 0.15
H 0.61 0.67 0.38
H 0.51 0.42 0.39
H 0.55 0.28 0.98

---

Entry from OMol25: an isolated molecule of C24H31N3O4S (the ωB97M-V functional and the def2-TZVPD basis).

Output
**HOMO level**: -8.0602 eV
**E_LUMO**: 0.445 eV
**SMILES**: CCCCCCOc1ccc(NC(=O)C[C@H]2C(=O)N(CC)C(=S)N2Cc2ccco2)cc1
**HOMO-LUMO gap**: 8.505 eV
**Multiplicity**: 1

Each line ends with the Löwdin charge.
Element x y z (Å)
C: -8.54031 -3.00944 1.38386  -0.118
C: -7.71728 -1.76941 1.05618  -0.276
C: -8.33327 -0.97768 -0.09576  -0.231
C: -7.60153 0.33055 -0.39768  -0.215
C: -6.19756 0.11268 -0.95488  -0.181
C: -5.54370 1.43382 -1.36479  -0.203
O: -4.23963 1.25154 -1.87637  -0.045
C: -3.22263 0.92906 -1.03220  -0.273
C: -2.02691 0.54725 -1.64448  0.014
C: -0.91708 0.21189 -0.90142  -0.009
C: -0.97479 0.25441 0.48884  -0.238
C: -2.15745 0.64567 1.10296  -0.024
C: -3.27436 0.97608 0.35750  -0.021
H: -4.17201 1.27210 0.87665  0.107
H: -2.21291 0.69078 2.18217  0.113
N: 0.12179 -0.05728 1.30906  0.143
C: 1.31565 -0.58883 0.95179  -0.437
O: 1.61806 -0.93833 -0.16751  0.092
C: 2.27407 -0.73573 2.13261  -0.018
H: 2.00738 -1.64238 2.68232  0.138
C: 3.71180 -0.90477 1.63128  -0.154
N: 4.18150 0.14464 0.76390  -0.062
C: 4.52806 -0.33631 -0.45035  -0.768
S: 5.11475 0.54267 -1.69710  0.725
N: 4.37690 -1.70442 -0.43976  -0.020
C: 3.84039 -2.14137 0.73578  -0.394
O: 3.57099 -3.27644 1.03147  0.121
C: 4.57279 -2.54948 -1.59702  -0.199
C: 3.39231 -2.44939 -2.55482  -0.073
H: 3.33045 -1.44575 -2.96685  0.053
H: 3.51569 -3.15896 -3.36796  0.074
H: 2.46776 -2.66295 -2.02530  0.071
H: 5.49619 -2.23447 -2.09036  0.102
H: 4.68022 -3.56930 -1.22091  0.123
C: 4.11262 1.55250 1.07419  -0.080
C: 2.77025 2.14207 0.77503  -0.261
C: 2.14304 2.39447 -0.40801  -0.008
C: 0.87955 2.94268 -0.07837  -0.054
C: 0.83183 2.98274 1.27844  -0.129
O: 1.96922 2.49481 1.81051  0.022
H: 0.08015 3.32495 1.96168  0.122
H: 0.11542 3.25550 -0.75902  0.108
H: 2.53702 2.21039 -1.38569  0.100
H: 4.34736 1.69310 2.13248  0.142
H: 4.87175 2.04617 0.45816  0.100
H: 4.37872 -1.01231 2.49950  0.172
H: 2.19943 0.12239 2.80236  0.118
H: -0.02536 0.13573 2.29022  0.147
H: -0.00605 -0.08633 -1.39076  0.107
H: -1.99291 0.52082 -2.72175  0.121
H: -5.54220 2.14311 -0.52723  0.122
H: -6.09983 1.88599 -2.19074  0.132
H: -5.56826 -0.37815 -0.21102  0.101
H: -6.24341 -0.53655 -1.83150  0.127
H: -7.54219 0.92975 0.51448  0.115
H: -8.18405 0.89867 -1.12711  0.113
H: -8.34484 -1.59868 -0.99416  0.114
H: -9.37057 -0.74502 0.15712  0.111
H: -6.70328 -2.07592 0.79464  0.101
H: -7.65682 -1.13052 1.94056  0.110
H: -9.55140 -2.73240 1.67452  0.070
H: -8.08783 -3.56456 2.20221  0.067
H: -8.60161 -3.66479 0.51783  0.072

Force components x, y, z for each atom (eV/Å):
C 0.20 0.15 0.04
C -0.24 -0.10 -0.20
C 0.20 0.22 0.24
C 0.08 -0.23 -0.17
C 0.05 0.37 0.03
C -0.34 -0.24 0.15
O 0.23 0.01 -0.15
C 0.28 -0.07 0.02
C -0.36 0.11 0.12
C 0.08 -0.06 0.00
C -0.31 -0.04 -0.13
C 0.30 -0.13 -0.10
C -0.26 0.13 -0.22
H -0.11 0.02 0.01
H -0.01 -0.01 0.12
N -0.19 0.06 0.28
C 0.01 0.09 0.69
O -0.01 -0.15 -0.29
C 0.23 -0.12 -0.33
H 0.01 0.03 0.04
C -0.31 -0.18 0.30
N 0.04 -0.36 -0.12
C 0.20 0.12 0.30
S 0.19 0.33 -0.62
N 0.25 0.19 -0.02
C 0.08 0.10 0.44
O -0.12 -0.09 0.06
C -0.03 -0.20 -0.34
C 0.09 -0.02 0.14
H -0.03 0.05 -0.05
H 0.00 -0.08 -0.11
H -0.10 -0.06 0.00
H -0.08 -0.09 0.13
H 0.05 0.13 -0.01
C -0.11 0.19 0.02
C 0.19 0.02 -0.74
C 0.32 -0.06 0.47
C -0.10 0.12 0.57
C -0.44 0.26 -0.62
O 0.27 -0.01 0.39
H -0.06 0.02 0.17
H -0.23 0.09 -0.09
H 0.17 -0.09 -0.19
H 0.04 0.02 -0.06
H -0.10 -0.06 0.21
H -0.09 -0.09 -0.15
H -0.03 -0.06 0.02
H 0.20 -0.02 -0.17
H 0.04 -0.01 -0.02
H 0.01 -0.02 -0.14
H 0.01 -0.01 -0.07
H 0.03 0.00 0.15
H 0.02 -0.06 -0.03
H 0.04 -0.05 -0.02
H -0.05 0.09 0.03
H -0.03 0.10 0.02
H -0.08 -0.04 -0.07
H -0.07 -0.06 -0.04
H 0.08 0.05 0.06
H 0.09 0.05 0.02
H -0.12 -0.02 0.03
H -0.03 -0.12 0.07
H -0.04 -0.11 -0.07

---

Entry from OMol25: a structure of composition FH3N2O2S at a distorted geometry (the ωB97M-V functional and the def2-TZVPD basis).

Output
**HOMO level**: -11.0935 eV
**E_LUMO**: -1.038 eV
**HOMO-LUMO gap**: 10.056 eV
**Multiplicity**: 1

Each line ends with the Löwdin charge.
Element x y z (Å)
N: 0.64335 -0.05711 0.20828  -0.003
N: -0.37414 0.63533 -0.41071  -0.214
O: -2.88543 0.84707 -0.80952  -0.236
O: -2.00464 0.25858 1.45395  -0.247
F: -1.93920 -1.82561 -0.29098  -0.413
S: -1.92634 0.25290 0.04068  0.792
H: 0.52368 0.03097 1.21402  0.093
H: 0.65164 -1.04605 -0.05166  0.100
H: -0.23463 0.78636 -1.39848  0.127

Force components x, y, z for each atom (eV/Å):
N 0.62 -0.44 0.40
N -1.22 -0.30 0.23
O 0.18 -0.27 -0.20
O 0.09 -0.16 -0.22
F 0.21 3.87 0.35
S 0.38 -2.88 -0.30
H 0.17 0.03 -0.18
H -0.22 0.23 0.11
H -0.21 -0.08 -0.19